[1]
80
Properties=species:S:1:pos:R:3 method="wB97M-V/def2-TZVPD" relative_energy_kj_mol=446.45 lumo_ev=-3.00 charge=+1 largest_force_ev_per_a=0.687
Zr -0.618 1.266 0.916
C 3.040 2.833 0.862
C 2.748 3.272 2.284
S 1.377 2.348 3.029
C 0.400 3.705 3.727
C -0.192 4.678 2.715
S -1.132 3.950 1.317
C -0.357 4.767 -0.104
C 1.125 4.484 -0.284
S 1.599 2.713 -0.239
H 3.488 1.842 0.854
H 3.738 3.517 0.376
H 2.514 4.333 2.327
H 3.634 3.111 2.899
H 1.030 4.256 4.427
H -0.378 3.220 4.309
H 0.578 5.298 2.262
H -0.884 5.345 3.229
H -0.534 5.838 -0.002
H -0.936 4.403 -0.953
H 1.694 4.971 0.503
H 1.471 4.878 -1.239
C 1.189 -2.515 -0.035
As 1.084 -0.631 -0.487
C 3.030 -0.430 -0.572
C 0.830 -0.757 -2.424
C -0.564 -1.033 -3.012
C -1.179 -2.284 -2.384
C -1.571 0.152 -2.829
As -1.161 1.719 -1.723
C 0.016 2.631 -3.009
C -2.404 0.024 0.372
C -0.395 -1.215 -4.535
As 0.463 -2.735 -5.488
C -0.877 -4.136 -5.190
C 1.833 -3.472 -4.290
H 1.747 -3.023 -0.820
H 0.203 -2.959 0.063
H 1.723 -2.603 0.911
H 3.425 -1.296 -1.102
H 3.466 -0.405 0.426
H 3.310 0.468 -1.121
H 1.513 -1.553 -2.718
H 1.223 0.174 -2.839
H -1.448 -2.101 -1.344
H -0.489 -3.128 -2.423
H -2.092 -2.565 -2.912
H -2.522 -0.239 -2.472
H -1.778 0.603 -3.801
H -0.491 2.575 -3.973
H 1.021 2.223 -3.111
H 0.098 3.688 -2.755
H -2.989 0.253 -0.517
H -3.099 0.066 1.217
H -2.094 -1.026 0.316
H 0.104 -0.325 -4.931
H -1.390 -1.219 -4.992
H -1.854 -3.776 -5.511
H -0.935 -4.460 -4.153
H -0.615 -4.992 -5.812
H 2.691 -2.803 -4.223
H 2.171 -4.396 -4.760
H 1.463 -3.710 -3.293
C -0.841 -0.079 2.789
C -1.494 -1.289 3.166
C -0.932 -2.486 2.663
C -1.396 -3.718 3.047
C -2.444 -3.820 3.977
C -2.957 -2.677 4.539
C -2.450 -1.418 4.184
H -0.121 -2.402 1.957
H -0.957 -4.613 2.625
H -2.832 -4.789 4.258
H -3.747 -2.743 5.275
H -2.899 -0.533 4.613
Cl 0.477 -0.231 4.815
C -0.352 -1.258 5.762
Cl -1.885 1.408 3.260
H -1.069 -0.856 6.457
H -0.160 -2.312 5.654

[2]
23
Properties=species:S:1:pos:R:3 method="wB97M-V/def2-TZVPD" relative_energy_kj_mol=0.00 multiplicity=3 lumo_ev="0.02 / -2.72" charge=0 largest_force_ev_per_a=6.442 s_squared=2.019
C -2.198 -2.281 0.575
C -2.243 -0.915 0.854
C -0.915 -2.736 0.279
C -1.085 -0.070 0.814
C 0.115 -1.916 0.043
C 0.116 -0.529 0.308
C 1.461 1.246 -0.304
N 0.566 1.692 -1.205
N 1.227 0.166 0.357
N 2.652 1.940 -0.023
O 3.583 -0.233 -1.391
O 4.236 -0.029 0.936
O 3.423 -2.220 0.063
S 3.658 -0.810 -0.106
H -3.066 -2.830 0.306
H -3.209 -0.368 1.190
H -0.771 -3.847 0.039
H -1.289 0.916 1.193
H 0.902 -2.220 -0.601
H -0.240 1.138 -1.299
H 0.318 2.640 -1.214
H 3.046 2.333 -0.761
H 3.210 1.620 0.753

[3]
19
Properties=species:S:1:pos:R:3 method="wB97M-V/def2-TZVPD" relative_energy_kj_mol=324.17 lumo_ev="0.23 / 0.23" charge=0 largest_force_ev_per_a=4.203
C 1.377 -1.354 -0.493
C 0.246 0.962 0.388
C 0.009 -1.282 2.031
N 0.004 -1.585 -0.287
N -0.557 -0.936 0.702
N -0.720 2.878 -1.330
O -0.630 0.410 -2.041
O -2.227 1.089 -0.235
S 1.835 0.478 0.063
S -0.933 1.187 -0.837
H 2.153 -2.073 -0.037
H 1.650 -1.315 -1.577
H -0.143 1.334 1.379
H -0.052 -2.396 2.219
H 1.198 -0.960 2.027
H -0.767 -0.798 2.738
H -0.555 -1.397 -1.137
H -0.256 2.504 -2.165
H -1.634 3.254 -1.408

[4]
94
Properties=species:S:1:pos:R:3 method="wB97M-V/def2-TZVPD" relative_energy_kj_mol=140.57 lumo_ev=-7.99 charge=+3 largest_force_ev_per_a=1.436
Sc -1.382 -0.150 -0.175
C -1.669 1.433 -2.497
C -2.671 1.062 -1.538
C -2.534 1.981 -0.426
C -1.501 2.876 -0.748
C -0.920 2.489 -1.987
C 0.199 3.192 -2.708
C -1.256 4.213 -0.117
C -3.628 2.210 0.593
C -4.032 0.511 -1.929
C -1.576 0.935 -3.902
H 1.110 2.590 -2.746
H 0.448 4.146 -2.243
H -0.078 3.402 -3.743
H -0.203 4.485 -0.063
H -1.705 4.315 0.869
H -1.724 4.970 -0.751
H -3.939 1.297 1.105
H -4.521 2.620 0.114
H -3.323 2.927 1.358
H -3.976 -0.390 -2.543
H -4.587 1.249 -2.511
H -4.634 0.281 -1.051
H -0.598 0.501 -4.135
H -1.712 1.776 -4.585
H -2.348 0.204 -4.137
C 5.781 -2.985 -0.869
C 5.428 -2.870 -2.346
N 4.127 -2.221 -2.603
C 4.115 -0.855 -3.126
C 4.409 0.198 -2.064
C 3.014 -2.910 -2.317
O 2.985 -4.025 -1.816
C 1.652 -2.320 -2.621
C 0.893 -2.847 -3.668
C -0.450 -2.537 -3.755
C -1.020 -1.777 -2.752
N -0.300 -1.242 -1.757
C 1.023 -1.494 -1.726
H 6.763 -3.447 -0.771
H 5.058 -3.610 -0.347
H 5.823 -2.003 -0.390
H 5.400 -3.858 -2.800
H 6.176 -2.278 -2.873
H 3.150 -0.666 -3.589
H 4.861 -0.791 -3.916
H 3.703 0.103 -1.230
H 4.334 1.201 -2.492
H 5.417 0.080 -1.663
H 1.362 -3.496 -4.399
H -1.065 -2.911 -4.564
H -2.085 -1.584 -2.741
H 1.586 -1.038 -0.918
N -0.052 -3.296 0.894
C -0.182 -2.152 0.928
H 0.115 -4.289 0.820
C -5.669 -2.556 2.537
N -4.772 -2.109 1.450
C -5.264 -2.324 0.076
C -3.613 -1.566 1.697
C -3.137 -1.427 3.109
O -2.871 -1.139 0.736
H -6.651 -2.731 2.111
H -5.761 -1.795 3.307
H -5.313 -3.486 2.978
H -5.584 -3.360 -0.017
H -4.482 -2.118 -0.640
H -6.117 -1.675 -0.113
H -3.345 -2.318 3.698
H -3.643 -0.585 3.589
H -2.066 -1.245 3.103
C 2.528 0.658 4.282
N 3.020 1.252 2.941
C 2.845 2.787 3.010
N 1.494 3.112 3.310
C 1.081 2.519 4.583
N 1.188 1.057 4.535
C 0.209 0.442 3.641
P 0.440 0.999 1.872
C 2.271 0.662 1.780
C 0.567 2.817 2.215
H 3.202 1.040 5.046
H 2.628 -0.423 4.206
H 4.014 1.041 2.837
H 3.155 3.187 2.048
H 3.520 3.133 3.790
H 0.054 2.804 4.802
H 1.720 2.896 5.381
H -0.795 0.710 3.967
H 0.295 -0.644 3.695
H 2.675 1.075 0.856
H 2.449 -0.413 1.777
H -0.423 3.192 2.464
H 0.889 3.322 1.311

[5]
18
Properties=species:S:1:pos:R:3 method="wB97M-V/def2-TZVPD" relative_energy_kj_mol=475.71 lumo_ev=0.70 charge=0 largest_force_ev_per_a=12.312
C -0.870 1.943 -0.256
C -0.745 0.710 0.495
C -2.033 -1.172 -0.406
C -0.526 -1.307 -0.451
C 0.127 -0.292 0.002
C 1.633 -0.219 0.131
H -1.310 1.878 -1.247
H 0.002 2.294 -0.487
H -1.588 2.614 0.094
H -0.198 1.140 1.645
H -2.051 -0.012 1.421
H -2.678 -0.786 -1.167
H -2.468 -2.004 -0.008
H -0.218 -2.478 -0.973
H 3.171 0.397 -0.853
N -2.124 0.056 0.573
O 2.188 0.341 -1.017
O 2.397 -0.517 1.076

[6]
89
Properties=species:S:1:pos:R:3 method="wB97M-V/def2-TZVPD" relative_energy_kj_mol=34.60 lumo_ev=3.69 charge=-2 largest_force_ev_per_a=0.639
Rb -0.697 -0.412 -0.967
N -2.005 2.395 3.170
C -2.377 1.945 1.942
S -1.893 2.862 0.592
N -3.090 0.813 2.009
N -3.272 0.212 0.838
C -4.058 -0.817 0.821
C -4.764 -1.307 2.041
C -6.152 -1.262 2.126
C -6.815 -1.727 3.256
C -6.091 -2.246 4.321
C -4.704 -2.291 4.246
C -4.047 -1.823 3.118
C -4.201 -1.575 -0.441
C -4.858 -2.811 -0.467
C -4.909 -3.530 -1.648
C -4.310 -3.014 -2.783
C -3.686 -1.783 -2.670
N -3.634 -1.074 -1.550
H -1.457 3.230 3.233
H -2.219 1.832 3.973
H -6.715 -0.857 1.293
H -7.897 -1.679 3.304
H -6.602 -2.610 5.204
H -4.128 -2.689 5.073
H -2.965 -1.838 3.065
H -5.290 -3.213 0.440
H -5.385 -4.504 -1.669
H -4.275 -3.561 -3.714
H -3.167 -1.356 -3.523
Br 6.678 -1.571 -3.671
C 4.956 -0.775 -3.511
C 4.848 0.600 -3.548
C 3.592 1.181 -3.431
C 2.465 0.384 -3.279
C 2.596 -1.000 -3.199
C 3.845 -1.584 -3.330
N 1.174 0.928 -3.102
C 0.782 1.886 -3.815
C -0.557 2.505 -3.634
C -0.860 3.690 -4.288
C -2.107 4.265 -4.073
C -2.996 3.634 -3.226
C -2.609 2.441 -2.621
N -1.419 1.894 -2.825
H 5.732 1.216 -3.640
H 3.494 2.259 -3.393
H 1.707 -1.601 -3.024
H 3.953 -2.658 -3.264
H 1.417 2.321 -4.600
H -0.128 4.153 -4.939
H -2.373 5.196 -4.559
H -3.971 4.052 -3.016
H -3.257 1.912 -1.932
C 1.662 0.247 3.589
Si 2.083 0.159 1.686
C 3.553 -1.187 1.733
C 2.852 -2.550 1.711
C 4.410 -1.088 0.469
C 4.478 -1.165 2.954
C 2.956 1.943 1.472
C 4.280 2.171 2.209
C 1.955 2.976 1.996
C 3.179 2.229 -0.012
H 2.459 0.666 4.224
H 1.435 -0.757 3.966
H 0.761 0.851 3.733
H 2.224 -2.662 0.823
H 2.202 -2.680 2.583
H 3.595 -3.365 1.723
H 3.784 -1.059 -0.429
H 5.084 -1.956 0.381
H 5.034 -0.189 0.467
H 3.911 -1.275 3.884
H 5.050 -0.238 3.023
H 5.203 -1.997 2.912
H 4.195 1.933 3.273
H 4.598 3.227 2.133
H 5.085 1.562 1.791
H 1.859 2.918 3.084
H 0.960 2.837 1.563
H 2.290 3.997 1.746
H 3.878 1.519 -0.464
H 3.585 3.246 -0.157
H 2.234 2.158 -0.560
O -1.313 -4.249 -2.113
N -0.534 -3.290 -2.049
O -0.470 -2.466 -3.009
O 0.186 -3.104 -1.048